Entry 1:
ORCA calculation (ωB97M-V/def2-TZVPD) on a molecular structure, C18H35BaF5NO8Te.

Cartesian coordinates (Å):
Ba1 -0.006 -0.612 -0.070
C1 -2.001 -1.421 -3.050
C2 -3.063 -2.059 -2.177
O1 -2.576 -2.273 -0.854
C3 -2.416 -3.643 -0.497
C4 -1.154 -4.240 -1.091
O2 -0.007 -3.471 -0.753
C5 0.802 -4.005 0.293
C6 0.135 -3.928 1.653
O3 -0.435 -2.630 1.784
C7 -0.947 -2.309 3.073
C8 -2.190 -1.475 2.892
O4 -1.880 -0.328 2.112
C9 -3.036 0.459 1.846
C10 -2.626 1.645 1.009
O5 -2.106 1.224 -0.247
C11 -3.005 1.254 -1.341
C12 -2.178 0.957 -2.575
O6 -1.441 -0.259 -2.451
H1 -2.418 -1.180 -4.033
H2 -1.163 -2.104 -3.195
H3 -3.383 -2.999 -2.635
H4 -3.944 -1.417 -2.107
H5 -3.286 -4.225 -0.820
H6 -2.376 -3.662 0.590
H7 -1.216 -4.260 -2.181
H8 -1.041 -5.274 -0.753
H9 1.717 -3.418 0.290
H10 1.074 -5.042 0.078
H11 0.885 -4.107 2.429
H12 -0.658 -4.677 1.766
H13 -0.185 -1.775 3.649
H14 -1.214 -3.220 3.616
H15 -2.575 -1.173 3.872
H16 -2.963 -2.062 2.381
H17 -3.479 0.805 2.786
H18 -3.777 -0.154 1.316
H19 -1.826 2.196 1.504
H20 -3.482 2.311 0.869
H21 -3.447 2.251 -1.444
H22 -3.815 0.531 -1.197
H23 -1.432 1.745 -2.689
H24 -2.805 0.941 -3.470
F1 2.477 -1.248 1.100
Te1 3.732 -0.856 -0.318
F2 3.517 -2.632 -0.856
F3 4.990 -1.539 0.849
F4 4.108 0.785 0.486
F5 5.109 -0.600 -1.521
O7 2.380 -0.233 -1.323
O8 0.649 1.863 0.448
C13 1.312 2.830 0.029
C14 1.146 4.211 0.618
C15 2.428 4.840 1.224
C16 3.708 4.029 1.022
C17 4.203 3.995 -0.423
C18 3.075 3.737 -1.420
N1 2.170 2.682 -0.980
H25 0.364 4.129 1.369
H26 0.752 4.845 -0.181
H27 2.268 4.961 2.296
H28 2.562 5.846 0.821
H29 3.545 3.008 1.376
H30 4.495 4.443 1.653
H31 4.970 3.225 -0.523
H32 4.668 4.948 -0.687
H33 3.472 3.445 -2.391
H34 2.492 4.646 -1.581
H35 2.349 1.721 -1.264

Summary:
**Calculated total energy**: -2156.335351 Ha
**ΔE to the lowest compared entry with this formula, charge and spin**: 6.2 kcal/mol
**Gap between HOMO and LUMO**: 0.3579 Eh
**HOMO**: -12.07 eV
**Net charge**: +1

=====

Entry 2:
ORCA calculation (ωB97M-V/def2-TZVPD) on a single C4H5NO molecule.

Cartesian coordinates (Å):
N1 -0.820 -1.979 0.474
C1 -0.535 -1.387 -0.479
C2 -0.040 -0.232 -1.236
C3 -0.120 0.778 -0.066
C4 0.412 0.352 1.210
O1 0.949 1.504 0.445
H1 -0.694 0.055 -2.065
H2 0.969 -0.416 -1.623
H3 -1.074 1.304 -0.052
H4 -0.185 0.474 2.119
H5 1.138 -0.452 1.273

Summary:
**Calculated total energy**: -285.328204 Ha
**ΔE to the lowest compared entry with this formula, charge and spin**: 54.2 kcal/mol
**Gap between HOMO and LUMO**: 0.4194 Eh
**HOMO**: -10.54 eV
**SMILES**: N#CC[C@H]1CO1

=====

Entry 3:
ORCA calculation (ωB97M-V/def2-TZVPD) on a molecular structure, C18H16F4InO4S.

Cartesian coordinates (Å):
O1 -0.685 -3.758 1.214
S1 -1.706 -4.165 0.250
O2 -3.043 -4.463 0.753
In1 -0.890 -5.948 -1.476
C1 1.246 -5.502 -1.731
C2 2.225 -6.132 -0.732
C3 2.194 -5.498 0.656
F1 1.931 -6.471 1.635
C4 -2.013 -2.505 -0.648
F2 -1.985 -2.680 -1.981
F3 -3.201 -1.969 -0.331
F4 -1.079 -1.592 -0.345
H1 -1.235 -7.487 -0.740
H2 -1.807 -5.642 -2.937
H3 1.474 -5.873 -2.739
H4 1.394 -4.415 -1.770
H5 1.999 -7.194 -0.583
H6 3.252 -6.092 -1.123
H7 3.155 -5.051 0.927
H8 1.399 -4.755 0.747
C5 -2.331 1.102 1.074
C6 -1.234 0.765 1.856
C7 -0.146 1.618 1.930
C8 -0.149 2.814 1.222
C9 -1.251 3.151 0.431
C10 -2.339 2.288 0.360
C11 -1.285 4.417 -0.349
O3 -2.248 4.733 -1.016
C12 -0.081 5.300 -0.284
C13 -0.066 6.473 -1.031
C14 1.036 7.309 -0.983
C15 2.128 6.981 -0.187
C16 2.117 5.815 0.560
C17 1.014 4.970 0.514
C18 1.029 3.716 1.327
O4 1.973 3.456 2.044
H9 -3.171 0.423 1.006
H10 -1.223 -0.175 2.391
H11 0.720 1.368 2.529
H12 -3.179 2.560 -0.265
H13 -0.927 6.709 -1.641
H14 1.047 8.220 -1.568
H15 2.989 7.636 -0.151
H16 2.955 5.539 1.186

Summary:
**Calculated total energy**: -1984.290094 Ha
**ΔE to the lowest compared entry with this formula, charge and spin**: 0.0 kcal/mol
**Gap between HOMO and LUMO**: 0.2329 Eh
**HOMO**: -5.64 eV
**Net charge**: -1